Formula: C39H36F6O6P2
Source: OMol25
Level of theory: ωB97M-V/def2-TZVPD

Calculated values
Spin multiplicity: 1
LUMO, hartree: 0.014
Frontier orbital gap, eV: 9.51
SMILES string: O=C1OC[C@@H](PP(=O)(O)O)O1.Fc1ccccc1.Fc1ccccc1.Fc1ccccc1.Fc1ccccc1.Fc1ccccc1.Fc1ccccc1

Positions of all 89 atoms, in Å:
O (-1.515, -3.918, 5.622)
C (-2.304, -3.397, 4.945)
O (-1.981, -2.663, 3.781)
C (-3.270, -2.459, 3.132)
C (-4.090, -2.208, 4.422)
P (-5.889, -1.695, 4.297)
P (-7.252, -3.367, 4.551)
O (-7.386, -3.792, 5.961)
O (-6.905, -4.640, 3.545)
O (-8.763, -2.787, 4.094)
O (-3.709, -3.399, 5.135)
H (-3.330, -1.740, 2.285)
H (-3.460, -3.486, 2.710)
H (-3.564, -1.407, 5.017)
H (-6.077, -1.289, 2.930)
H (-7.583, -4.637, 2.842)
H (-8.746, -1.825, 4.275)
F (-3.659, 1.354, 2.383)
C (-2.328, 1.568, 2.414)
C (-1.559, 1.193, 1.328)
C (-0.188, 1.418, 1.357)
C (0.396, 2.003, 2.474)
C (-0.389, 2.370, 3.561)
C (-1.762, 2.156, 3.529)
H (-2.029, 0.733, 0.473)
H (0.424, 1.135, 0.509)
H (1.465, 2.173, 2.497)
H (0.066, 2.822, 4.432)
H (-2.390, 2.443, 4.362)
F (2.663, 3.822, 1.254)
C (3.223, 3.521, 0.068)
C (2.516, 3.768, -1.094)
C (3.095, 3.461, -2.319)
C (4.367, 2.904, -2.365)
C (5.064, 2.658, -1.189)
C (4.492, 2.973, 0.036)
H (1.522, 4.195, -1.037)
H (2.554, 3.656, -3.237)
H (4.816, 2.662, -3.321)
H (6.054, 2.219, -1.226)
H (5.023, 2.796, 0.963)
F (-1.366, 3.212, 6.334)
C (-0.886, 4.128, 7.197)
C (-1.665, 4.520, 8.270)
C (-1.168, 5.460, 9.163)
C (0.096, 6.003, 8.967)
C (0.867, 5.603, 7.882)
C (0.376, 4.655, 6.994)
H (-2.651, 4.091, 8.401)
H (-1.766, 5.769, 10.011)
H (0.481, 6.739, 9.662)
H (1.850, 6.029, 7.727)
H (0.965, 4.325, 6.147)
F (4.749, -0.069, -3.374)
C (6.048, -0.227, -3.679)
C (6.849, -0.997, -2.855)
C (8.190, -1.163, -3.174)
C (8.716, -0.551, -4.306)
C (7.901, 0.224, -5.122)
C (6.556, 0.383, -4.811)
H (6.423, -1.459, -1.973)
H (8.825, -1.770, -2.541)
H (9.763, -0.678, -4.551)
H (8.312, 0.704, -6.002)
H (5.904, 0.975, -5.440)
F (-3.336, -0.463, -0.640)
C (-2.767, -0.756, -1.828)
C (-3.467, -0.507, -2.993)
C (-2.877, -0.805, -4.215)
C (-1.602, -1.356, -4.255)
C (-0.913, -1.606, -3.075)
C (-1.496, -1.299, -1.852)
H (-4.462, -0.084, -2.941)
H (-3.412, -0.607, -5.136)
H (-1.146, -1.592, -5.207)
H (0.079, -2.040, -3.106)
H (-0.971, -1.479, -0.922)
F (-1.522, -3.966, -5.808)
C (-0.954, -4.258, -6.992)
C (-1.654, -4.009, -8.158)
C (-1.065, -4.306, -9.380)
C (0.211, -4.857, -9.420)
C (0.900, -5.106, -8.240)
C (0.318, -4.800, -7.017)
H (-2.650, -3.587, -8.106)
H (-1.600, -4.109, -10.301)
H (0.668, -5.092, -10.374)
H (1.893, -5.540, -8.272)
H (0.843, -4.980, -6.088)

Formula: C39H37BaN4O6PSi
Source: OMol25
Level of theory: ωB97M-V/def2-TZVPD

Calculated values
Relative energy (zero: lowest compared OMol25 entry of this formula, charge and spin), kcal per mole: 16.18
Spin multiplicity: 1
LUMO (alpha / beta), hartree: 0.008 / 0.008
Frontier orbital gap (alpha / beta), eV: 5.87 / 5.88

Positions of all 89 atoms, in Å:
Ba (3.855, -14.983, 10.865)
O (6.813, -19.085, 11.313)
C (6.050, -18.073, 10.824)
O (5.962, -16.867, 11.518)
C (5.478, -18.088, 9.657)
C (5.731, -19.173, 8.769)
C (5.483, -19.102, 7.417)
C (4.844, -17.936, 6.871)
C (4.482, -16.960, 7.791)
N (4.697, -17.087, 9.126)
C (3.822, -15.745, 7.331)
O (3.937, -15.429, 6.018)
O (3.206, -14.994, 8.023)
H (6.323, -19.691, 11.860)
H (6.225, -19.975, 9.291)
H (5.859, -19.882, 6.766)
H (4.436, -17.860, 5.856)
H (4.706, -15.811, 5.626)
O (2.679, -15.415, 13.179)
C (1.614, -15.180, 12.549)
O (1.377, -14.209, 11.812)
C (0.521, -16.149, 12.593)
C (-0.689, -15.697, 13.130)
C (-1.825, -16.456, 13.116)
C (-1.760, -17.749, 12.497)
C (-0.580, -18.251, 12.074)
C (0.616, -17.465, 12.109)
P (2.227, -17.911, 11.260)
C (3.145, -19.246, 12.108)
C (3.370, -19.106, 13.495)
C (4.106, -20.063, 14.141)
C (4.689, -21.127, 13.484)
C (4.612, -21.250, 12.115)
C (3.794, -20.354, 11.409)
C (1.606, -18.825, 9.782)
C (1.413, -20.173, 9.683)
C (1.052, -20.663, 8.464)
C (0.946, -19.854, 7.313)
C (1.109, -18.500, 7.428)
C (1.448, -17.986, 8.663)
H (-0.835, -14.633, 13.433)
H (-2.796, -16.101, 13.416)
H (-2.640, -18.348, 12.401)
H (-0.524, -19.315, 11.728)
H (2.871, -18.346, 14.041)
H (4.275, -19.991, 15.246)
H (5.131, -21.973, 14.068)
H (5.103, -22.095, 11.604)
H (3.897, -20.435, 10.321)
H (1.409, -20.763, 10.570)
H (0.768, -21.723, 8.374)
H (0.720, -20.351, 6.383)
H (0.886, -17.781, 6.681)
H (1.552, -16.913, 8.825)
N (6.525, -11.566, 9.868)
C (6.729, -12.631, 9.003)
C (6.905, -12.444, 7.642)
C (7.129, -13.518, 6.863)
C (7.029, -14.818, 7.411)
C (6.830, -14.931, 8.783)
N (6.677, -13.845, 9.548)
C (6.065, -11.613, 11.209)
C (6.839, -11.000, 12.102)
C (6.404, -10.790, 13.395)
C (5.168, -11.328, 13.743)
C (4.480, -12.065, 12.781)
N (4.884, -12.195, 11.481)
H (6.751, -10.658, 9.441)
H (7.085, -11.436, 7.186)
H (7.332, -13.411, 5.813)
H (6.943, -15.703, 6.829)
H (6.721, -15.872, 9.252)
H (7.793, -10.632, 11.769)
H (7.008, -10.073, 13.968)
H (4.738, -11.161, 14.681)
H (3.453, -12.492, 12.909)
C (6.436, -15.024, 13.722)
Si (6.903, -16.686, 12.936)
C (8.724, -16.576, 12.304)
C (6.586, -18.011, 14.203)
H (7.137, -14.837, 14.524)
H (5.388, -15.069, 14.074)
H (6.460, -14.315, 12.930)
H (9.179, -15.786, 12.873)
H (8.595, -16.376, 11.245)
H (9.362, -17.472, 12.393)
H (7.371, -18.153, 14.989)
H (6.513, -18.969, 13.681)
H (5.672, -17.715, 14.707)

Formula: C39H37Cl2MnN4O6
Source: OMol25
Level of theory: ωB97M-V/def2-TZVPD

Calculated values
Spin multiplicity: 4
LUMO (alpha / beta), hartree: -0.142 / -0.207
Net charge: +1
Frontier orbital gap (alpha / beta), eV: 6.35 / 4.55

Positions of all 89 atoms, in Å:
Mn (0.086, -0.017, 0.303)
O (-6.434, -1.889, 1.195)
C (-5.618, -1.700, 2.104)
O (-5.767, -1.572, 3.332)
C (-4.171, -1.462, 1.619)
C (-3.911, -1.389, 0.252)
C (-2.666, -0.993, -0.180)
N (-1.698, -0.692, 0.693)
C (-1.928, -0.781, 2.011)
C (-3.146, -1.175, 2.512)
C (-0.759, -0.354, 2.854)
O (-0.789, -0.334, 4.052)
O (0.309, -0.016, 2.135)
H (-4.711, -1.623, -0.437)
H (-2.423, -0.888, -1.232)
H (-3.325, -1.207, 3.578)
C (6.953, 0.467, 0.752)
C (6.267, 1.052, -0.492)
C (6.740, 0.301, -1.745)
C (6.650, 2.525, -0.623)
C (4.764, 0.868, -0.346)
C (3.863, 1.925, -0.316)
C (2.510, 1.677, -0.167)
N (2.016, 0.448, -0.055)
C (2.867, -0.596, -0.087)
C (4.226, -0.415, -0.230)
C (2.211, -1.918, 0.031)
C (2.894, -3.113, 0.074)
C (2.208, -4.325, 0.191)
C (0.823, -4.252, 0.257)
C (0.193, -3.023, 0.215)
N (0.863, -1.874, 0.102)
C (2.980, -5.634, 0.243)
C (3.774, -5.784, -1.064)
C (2.051, -6.836, 0.401)
C (3.947, -5.591, 1.435)
H (8.032, 0.601, 0.668)
H (6.759, -0.600, 0.860)
H (6.617, 0.969, 1.660)
H (7.814, 0.442, -1.870)
H (6.243, 0.677, -2.641)
H (6.553, -0.771, -1.675)
H (7.732, 2.605, -0.728)
H (6.363, 3.100, 0.259)
H (6.200, 2.985, -1.504)
H (4.193, 2.949, -0.401)
H (1.784, 2.477, -0.132)
H (4.878, -1.275, -0.253)
H (3.972, -3.110, 0.025)
H (0.212, -5.136, 0.353)
H (-0.883, -2.953, 0.283)
H (3.111, -5.787, -1.931)
H (4.319, -6.727, -1.051)
H (4.501, -4.981, -1.193)
H (1.358, -6.929, -0.437)
H (1.477, -6.787, 1.327)
H (2.648, -7.747, 0.433)
H (4.677, -4.786, 1.342)
H (4.497, -6.530, 1.488)
H (3.410, -5.458, 2.374)
Cl (-4.269, 5.123, 3.207)
C (-4.745, 3.695, 2.374)
C (-5.375, 2.689, 3.043)
C (-5.771, 1.543, 2.340)
C (-5.501, 1.400, 0.976)
C (-4.813, 2.371, 0.302)
Cl (-4.462, 2.122, -1.357)
C (-4.438, 3.593, 0.967)
N (-3.903, 4.658, 0.370)
C (-3.189, 4.756, -0.879)
C (-3.840, 5.268, -1.989)
C (-3.162, 5.359, -3.191)
C (-1.839, 4.941, -3.264)
C (-1.193, 4.475, -2.130)
C (-1.850, 4.391, -0.907)
C (-1.116, 3.969, 0.341)
C (-1.279, 2.489, 0.659)
O (-2.079, 2.103, 1.482)
O (-0.466, 1.718, -0.026)
H (-5.567, 2.779, 4.102)
H (-6.276, 0.733, 2.851)
H (-5.836, 0.515, 0.450)
H (-3.822, 5.471, 0.975)
H (-4.879, 5.560, -1.910)
H (-3.665, 5.746, -4.066)
H (-1.303, 5.001, -4.201)
H (-0.150, 4.188, -2.182)
H (-1.485, 4.516, 1.209)
H (-0.058, 4.198, 0.220)

| no. | total energy (eV) |
| --- | --- |
| 1 | -88194.5840 |
| 2 | -77152.5528 |
| 3 | -115650.6753 |